Below is one molecule with the formula C3H6N2O2 in a non-equilibrium geometry, with properties calculated with ωB97M-V/def2-TZVPD.

XYZ file:
```
13
C3H6N2O2, DFT ωB97M-V/def2-TZVPD
C -0.76074 0.12375 -0.02994
C 1.40312 0.04332 -0.43705
C -2.22900 -0.22253 0.07505
N 0.10326 -0.52427 -0.68608
N 1.16697 1.27078 0.36331
O -0.28153 1.24870 0.59267
O 2.16030 -0.89235 0.33444
H 1.82006 0.28403 -1.44015
H -2.36159 -0.61326 1.14019
H -2.32373 -1.09176 -0.72716
H -2.82890 0.65540 -0.13313
H 1.44343 1.13144 1.32672
H 2.68836 -1.41326 -0.37887
```

Max |F| = 3.215 eV/Å
E_tot = -377.83238 Ha
Multiplicity = 1
SMILES = CC1=N[C@H](O)NO1
ΔE to the lowest compared entry with this formula, charge and spin = 333.3 kJ/mol
Total charge = 0

Population analysis type natural (NBO), resulting atomic charges in e: 0.55, 0.32, -0.68, -0.53, -0.33, -0.38, -0.71, 0.16, 0.24, 0.26, 0.24, 0.36, 0.48